Record 1
This record from the OMol25 dataset describes a molecular structure, C39H14BrF15GeN3O4RuS2. The level of theory is ωB97M-V/def2-TZVPD.

Last column: Löwdin spin population.
Element x y z (Å)
Ru  0.050  0.344  2.003  0.706
O  1.040  -3.463  3.086  0.010
S  0.423  -2.867  1.937  0.005
O  0.485  -3.558  0.678  0.008
N  1.032  -1.333  1.739  0.110
C  2.409  -1.185  1.585  -0.008
C  3.352  -2.175  1.419  0.035
C  4.715  -1.840  1.299  -0.002
C  5.148  -0.543  1.344  0.030
C  4.205  0.497  1.509  -0.001
C  4.541  1.867  1.558  0.010
C  3.559  2.804  1.710  -0.004
C  2.222  2.390  1.810  0.011
N  1.879  1.123  1.749  -0.016
C  2.846  0.163  1.611  0.000
C  -1.255  -2.486  2.306  -0.001
C  -1.538  -1.785  3.476  -0.001
C  -2.846  -1.391  3.724  0.000
C  -3.852  -1.748  2.834  0.000
C  -3.560  -2.492  1.699  0.000
C  -2.249  -2.850  1.416  0.000
H  3.056  -3.214  1.390  0.002
H  5.431  -2.641  1.167  -0.001
H  6.196  -0.297  1.245  0.001
H  5.580  2.160  1.468  0.000
H  3.785  3.860  1.754  -0.001
H  1.422  3.105  1.939  0.000
H  -0.745  -1.563  4.178  0.000
H  -3.075  -0.836  4.625  0.000
H  -4.874  -1.452  3.031  0.000
H  -4.352  -2.768  1.016  0.000
H  -1.989  -3.388  0.514  0.000
Br  -0.709  3.581  0.065  0.001
C  -1.448  3.233  1.762  0.000
C  -2.386  4.135  2.242  0.000
C  -2.828  4.006  3.545  0.000
C  -2.268  3.027  4.350  0.000
C  -1.341  2.176  3.793  0.000
N  -0.979  2.224  2.495  0.000
C  -0.577  1.181  4.650  0.002
O  -0.840  1.080  5.828  -0.002
O  0.352  0.552  4.004  0.041
H  -2.735  4.928  1.598  0.000
H  -3.567  4.692  3.937  0.000
H  -2.508  2.909  5.396  0.000
F  1.329  1.236  -3.993  0.000
C  0.165  1.877  -3.830  0.000
C  -0.795  1.397  -2.956  0.000
C  -1.993  2.094  -2.919  0.000
F  -2.994  1.650  -2.148  0.000
C  -2.222  3.238  -3.660  0.000
F  -3.384  3.885  -3.584  0.000
C  -1.224  3.706  -4.498  0.000
F  -1.422  4.801  -5.223  0.000
C  -0.027  3.019  -4.591  0.000
F  0.924  3.455  -5.416  0.000
Ge  -0.640  -0.201  -1.798  0.012
S  -1.440  0.209  0.183  0.044
C  -1.731  -1.482  -2.817  0.005
C  -1.284  -1.863  -4.071  0.001
F  -0.126  -1.365  -4.534  0.000
C  -1.984  -2.728  -4.889  0.000
F  -1.515  -3.077  -6.085  0.000
C  -3.199  -3.226  -4.449  0.000
F  -3.894  -4.057  -5.217  0.000
C  -3.694  -2.846  -3.215  0.000
F  -4.872  -3.311  -2.800  0.000
C  -2.961  -1.975  -2.424  0.000
F  -3.502  -1.617  -1.256  0.001
C  1.228  -0.781  -1.744  0.000
C  1.637  -2.086  -1.958  0.000
F  0.739  -3.052  -2.148  0.000
C  2.976  -2.434  -2.035  0.000
F  3.342  -3.697  -2.242  0.000
C  3.942  -1.449  -1.927  0.001
F  5.227  -1.765  -2.044  0.000
C  3.569  -0.137  -1.693  0.000
F  4.497  0.818  -1.602  0.000
C  2.227  0.163  -1.574  0.000
F  1.897  1.442  -1.327  0.000

multiplicity = 2
HOMO level (spin up / spin down) = -8.2 / -8.3 eV
energy relative to the best compared isomer or geometry (same formula, charge and spin) = 0.0 kcal/mol
orbital gap (spin up / spin down) = 7.397 / 6.569 eV
lowest unoccupied orbital energy (spin up / spin down) = -0.029 / -0.062 Ha
F_max = 0.011 hartree/bohr
<S²> = 0.76

Record 2
This record from the OMol25 dataset describes a molecular structure, C39H20IrN9O4 at a distorted geometry. The level of theory is ωB97M-V/def2-TZVPD.

Last column: Löwdin spin population.
Element x y z (Å)
Ir  0.170  0.495  0.801  -0.022
C  6.532  0.229  -0.484  0.011
C  6.542  -0.762  0.488  0.015
C  5.396  -1.055  1.235  0.017
C  4.271  -0.313  0.975  0.008
C  2.907  -0.351  1.540  0.090
N  2.501  -1.146  2.514  -0.006
C  1.251  -1.281  2.897  0.087
C  0.813  -1.923  4.157  0.006
C  1.517  -2.424  5.221  0.017
C  0.778  -2.943  6.292  0.012
C  -0.607  -2.951  6.268  0.012
C  -1.312  -2.437  5.171  0.018
C  -0.575  -1.927  4.135  0.006
C  -0.976  -1.282  2.864  0.089
N  -2.213  -1.138  2.455  -0.009
C  -2.590  -0.340  1.466  0.095
N  -1.824  0.585  0.868  -0.015
C  -2.551  1.275  -0.050  0.105
N  -2.147  2.357  -0.688  -0.012
C  -0.913  2.819  -0.672  0.112
N  0.195  2.101  -0.388  -0.022
C  1.305  2.843  -0.607  0.108
N  2.540  2.394  -0.569  -0.008
C  2.918  1.293  0.055  0.102
N  2.162  0.598  0.940  -0.012
C  4.268  0.698  0.020  0.007
C  5.380  0.982  -0.735  0.020
C  0.889  4.219  -0.966  0.009
C  1.599  5.380  -1.126  0.021
C  0.868  6.560  -1.326  0.015
C  -0.515  6.544  -1.375  0.014
C  -1.230  5.346  -1.222  0.022
C  -0.504  4.204  -1.012  0.009
C  -3.914  0.710  -0.090  0.007
C  -5.018  1.020  -0.846  0.021
C  -6.199  0.322  -0.566  0.012
C  -6.241  -0.645  0.428  0.015
C  -5.101  -0.971  1.171  0.018
C  -3.950  -0.279  0.888  0.008
N  0.150  -0.912  2.193  -0.010
H  7.429  0.418  -1.057  0.000
H  7.453  -1.314  0.672  0.000
H  5.395  -1.831  1.988  0.001
H  2.599  -2.406  5.235  0.001
H  1.294  -3.343  7.155  0.000
H  -1.150  -3.360  7.109  0.000
H  -2.394  -2.429  5.146  0.001
H  5.359  1.751  -1.496  0.001
H  2.679  5.386  -1.072  0.001
H  1.391  7.501  -1.431  0.000
H  -1.052  7.471  -1.518  0.000
H  -2.312  5.324  -1.241  0.001
H  -4.971  1.766  -1.628  0.001
H  -7.095  0.541  -1.131  0.000
H  -7.173  -1.154  0.633  0.000
H  -5.125  -1.732  1.940  0.001
O  0.069  -2.521  -0.575  0.000
C  -0.076  -1.610  -1.377  0.000
O  0.007  -0.341  -1.101  -0.002
C  -0.386  -1.894  -2.825  0.000
C  -0.657  -0.881  -3.740  0.000
C  -0.922  -1.188  -5.070  0.000
C  -0.917  -2.506  -5.494  0.000
C  -0.650  -3.495  -4.566  0.000
C  -0.389  -3.220  -3.240  0.000
N  -0.633  -4.906  -5.018  0.000
O  -0.344  -5.753  -4.200  0.000
O  -0.907  -5.126  -6.181  0.000
H  -0.657  0.145  -3.402  0.000
H  -1.129  -0.397  -5.779  0.000
H  -1.114  -2.777  -6.521  0.000
H  -0.189  -4.012  -2.535  0.000

multiplicity = 2
net charge = +1
HOMO level (spin up / spin down) = -9.8 / -11.8 eV
energy relative to the best compared isomer or geometry (same formula, charge and spin) = 16.3 kcal/mol
orbital gap (spin up / spin down) = 4.986 / 6.298 eV
lowest unoccupied orbital energy (spin up / spin down) = -0.176 / -0.203 Ha
F_max = 0.039 hartree/bohr
<S²> = 0.83